This record from OMol25 describes a molecular structure, C7H10N2O. The level of theory is ωB97M-V/def2-TZVPD.

Last column: Löwdin charge in e.
Positions of all 20 atoms, in Å:
N  -0.510  -2.549  1.050  0.1225
C  -0.366  -1.282  1.456  -0.4513
C  0.159  -0.269  0.484  -0.3572
C  -0.270  1.196  0.743  -0.0739
C  0.088  1.655  -0.677  -0.2063
C  -0.925  0.852  -1.521  -0.0991
C  -0.099  -0.354  -1.074  -0.1483
C  1.169  0.523  -1.011  -0.2017
N  1.606  -0.161  0.205  0.1010
H  -1.336  1.321  0.975  0.1238
H  0.329  1.645  1.546  0.1243
H  0.279  2.719  -0.850  0.1307
H  -1.989  0.916  -1.248  0.1105
H  -0.804  1.016  -2.600  0.1154
H  -0.123  -1.350  -1.527  0.1383
H  1.868  0.677  -1.840  0.1457
H  2.124  0.406  0.876  0.1186
O  0.067  -1.305  2.646  -0.0241
H  -1.111  -2.686  0.246  0.0901
H  -0.155  -2.970  2.124  0.2409

**Maximum force**: 0.1109 Eh/bohr
**2S+1**: 1
**Energy**: -457.3580 Ha
**Orbital gap**: 10.1 eV
**Energy relative to the best compared isomer or geometry (same formula, charge and spin)**: 395.9 kJ/mol

***

This record from OMol25 describes 4 unconnected molecules or ions with the total composition C5H13NO. The level of theory is ωB97M-V/def2-TZVPD.

Last column: Löwdin charge in e.
Positions of all 20 atoms, in Å:
C  0.501  0.768  0.673  -0.5605
C  0.436  2.116  -0.049  -0.0755
C  1.975  0.404  0.923  -0.0741
O  -0.189  0.807  1.926  -0.0681
H  0.344  1.305  2.559  0.0873
H  -1.399  -0.276  -0.440  0.1215
H  -0.589  2.483  -0.095  0.0770
H  0.823  2.023  -1.066  0.0842
H  1.039  2.867  0.473  0.0776
H  2.451  1.182  1.530  0.0832
H  2.055  -0.547  1.449  0.0820
H  2.526  0.325  -0.015  0.0857
C  -2.025  -2.332  -1.510  -0.0748
C  -0.938  -1.604  -0.825  -0.3435
N  0.219  -1.696  -0.510  0.0921
H  0.426  -0.587  0.027  0.0513
H  -0.739  0.300  -0.005  0.1126
H  -1.676  -3.315  -1.827  0.0801
H  -2.875  -2.451  -0.836  0.0812
H  -2.366  -1.771  -2.381  0.0807

**Maximum force**: 0.0269 Eh/bohr
**2S+1**: 1
**Energy**: -328.1367 Ha
**Orbital gap**: 10.2 eV
**Energy relative to the best compared isomer or geometry (same formula, charge and spin)**: 478.1 kJ/mol

***

This record from OMol25 describes 2 unconnected molecules or ions with the total composition C6H14O2. The level of theory is ωB97M-V/def2-TZVPD.

Last column: Löwdin charge in e.
Positions of all 22 atoms, in Å:
O  1.742  -2.539  -1.880  0.0512
C  1.770  -1.387  -1.522  -0.2699
C  0.562  -0.487  -1.639  -0.1704
C  0.142  0.106  -0.284  -0.1741
C  -1.060  1.030  -0.529  -0.4378
C  -0.699  2.497  -0.845  -0.0661
C  -2.155  0.850  0.510  -0.1010
H  2.569  -0.934  -0.907  0.1240
H  -0.305  -0.975  -2.089  0.1202
H  0.900  0.300  -2.345  0.1304
H  -0.160  -0.709  0.361  0.1122
H  0.949  0.757  0.065  0.1115
H  -1.597  0.726  -1.444  0.1217
H  0.265  2.726  -0.366  0.0704
H  -1.286  3.261  -0.335  0.0726
H  -0.587  2.722  -1.904  0.0737
H  -3.123  1.351  0.367  0.0769
H  -2.472  -0.172  0.743  0.0736
H  -1.891  1.287  1.496  0.0833
H  0.501  -1.183  5.309  0.0510
H  0.182  -0.672  3.796  0.0174
O  0.123  -0.486  4.733  -0.0708

**Maximum force**: 0.0473 Eh/bohr
**SMILES**: CC(C)CCC=O.O
**2S+1**: 1
**Energy**: -387.4487 Ha
**Orbital gap**: 10.4 eV
**Energy relative to the best compared isomer or geometry (same formula, charge and spin)**: 154.3 kJ/mol

***

This record from OMol25 describes a molecular structure, C4H6N2O. The level of theory is ωB97M-V/def2-TZVPD.

Last column: Löwdin spin population.
Positions of all 13 atoms, in Å:
C  0.100  2.138  -0.115  0.1546
C  -0.070  -0.855  -1.266  0.0402
C  0.339  -0.467  0.098  0.4803
C  -0.573  -0.698  1.259  0.0617
N  -0.697  2.946  0.054  0.4726
N  1.039  1.306  0.065  0.6090
O  1.148  -1.263  -0.610  0.1320
H  -0.722  -1.707  -1.582  0.0046
H  -0.001  -0.240  -2.206  0.0033
H  -1.677  -0.619  1.092  0.0047
H  -0.270  -0.052  1.976  0.0079
H  -0.507  -1.729  1.659  0.0117
H  1.891  1.240  -0.424  0.0175

**Maximum force**: 0.1169 Eh/bohr
**2S+1**: 3
**Energy**: -340.4770 Ha
**Orbital gap (alpha / beta)**: 6.2 / 7.4 eV
**Energy relative to the best compared isomer or geometry (same formula, charge and spin)**: 319.9 kJ/mol

***

This record from OMol25 describes C4H11BN2 in the gas phase. The level of theory is ωB97M-V/def2-TZVPD.

Last column: Löwdin charge in e.
Positions of all 18 atoms, in Å:
B  0.883  -0.212  -0.199  -0.7640
C  -0.579  -1.267  1.499  -0.2704
C  -1.719  -0.526  0.897  0.1083
C  2.217  0.562  -0.539  -0.0116
C  -0.961  1.135  -1.543  -0.1794
N  0.749  -0.894  1.011  0.0663
N  -0.281  0.234  -0.721  0.0985
H  -0.676  -1.204  2.607  0.1162
H  -0.761  -2.325  1.169  0.1184
H  -2.302  -1.065  0.177  0.0707
H  -1.978  0.407  1.343  0.0692
H  3.153  0.022  -0.706  0.0396
H  2.385  1.059  0.471  0.0858
H  1.938  1.178  -1.445  0.0638
H  -1.655  1.740  -0.897  0.0782
H  -0.338  2.027  -1.853  0.0886
H  -1.559  0.719  -2.432  0.0961
H  1.486  -1.592  1.159  0.1257

**Maximum force**: 0.0948 Eh/bohr
**2S+1**: 1
**Energy**: -293.2926 Ha
**Orbital gap (alpha / beta)**: 8.3 / 8.2 eV
**Energy relative to the best compared isomer or geometry (same formula, charge and spin)**: 449.2 kJ/mol

***

This record from OMol25 describes C12H22N8S2 in the gas phase. The level of theory is ωB97M-V/def2-TZVPD.

Last column: Löwdin charge in e.
Positions of all 44 atoms, in Å:
C  0.217  5.095  0.694  -0.1033
C  -0.416  3.801  0.199  -0.2640
H  -1.471  3.962  -0.026  0.1102
H  0.065  3.484  -0.728  0.0935
C  -0.297  2.692  1.241  -0.1372
C  -0.906  1.425  0.775  -0.3154
N  -1.574  1.223  -0.326  0.0580
N  -2.030  -0.049  -0.328  0.0180
C  -1.610  -0.615  0.767  -0.6609
N  -0.882  0.271  1.511  -0.0937
N  -0.143  0.055  2.667  0.1214
H  0.766  -0.339  2.403  0.0788
H  -0.625  -0.631  3.246  0.0798
S  -1.916  -2.233  1.323  0.9554
C  -2.446  -2.994  -0.244  -0.5094
C  -1.280  -3.495  -1.079  -0.5095
H  -0.438  -3.801  -0.458  0.0630
H  -1.599  -4.321  -1.714  0.0724
S  -0.649  -2.237  -2.234  0.9553
C  0.451  -1.403  -1.179  -0.6610
N  0.957  -1.821  -0.053  0.0178
N  1.785  -0.855  0.401  0.0581
C  1.794  0.125  -0.458  -0.3154
N  0.941  -0.166  -1.489  -0.0936
N  0.574  0.697  -2.514  0.1215
H  0.345  0.152  -3.342  0.0797
H  -0.272  1.202  -2.226  0.0787
C  2.617  1.355  -0.415  -0.1371
H  3.286  1.340  -1.282  0.1301
H  1.968  2.225  -0.532  0.0981
C  3.433  1.452  0.872  -0.2639
C  4.275  2.721  0.899  -0.1033
H  4.970  2.737  0.063  0.0736
H  3.642  3.604  0.832  0.0608
H  4.846  2.778  1.821  0.0710
H  4.076  0.574  0.949  0.1101
H  2.761  1.434  1.731  0.0936
H  -3.082  -3.829  0.053  0.0724
H  -3.033  -2.245  -0.774  0.0629
H  0.748  2.512  1.502  0.0982
H  -0.807  2.988  2.163  0.1301
H  -0.274  5.438  1.602  0.0736
H  0.129  5.874  -0.059  0.0710
H  1.273  4.948  0.913  0.0608

**Maximum force**: 0.0229 Eh/bohr
**SMILES**: CCCc1nnc(SCCSc2nnc(CCC)n2N)n1N
**2S+1**: 1
**Energy**: -1704.8371 Ha
**Orbital gap**: 8.9 eV

***

This record from OMol25 describes a molecular structure, C6H11N5PY. The level of theory is ωB97M-V/def2-TZVPD.

Last column: Löwdin charge in e.
Positions of all 24 atoms, in Å:
C  -0.717  1.368  -2.072  -0.3010
C  0.580  1.094  -2.604  -0.1628
C  0.586  -0.215  -3.145  -0.1654
C  -0.746  -0.713  -3.164  -0.1779
C  -1.580  0.232  -2.473  -0.3017
Y  -1.112  -0.206  0.335  1.0709
P  -1.648  2.297  1.191  0.5430
H  -1.085  2.352  -1.786  0.0514
H  1.436  1.776  -2.537  0.0878
H  1.462  -0.785  -3.450  0.0806
H  -2.660  0.314  -2.606  0.0674
H  -1.088  -1.656  -3.587  0.0775
H  -3.078  2.478  1.318  -0.1204
H  -1.357  3.670  0.878  -0.1164
H  -1.351  2.349  2.597  -0.1182
N  0.826  -3.190  2.823  0.0785
N  1.294  -2.037  2.155  -0.2995
N  2.187  -1.213  2.846  0.0762
C  1.964  -0.043  2.262  -0.2400
N  0.910  -0.017  1.411  -0.1545
N  0.428  -1.336  1.462  -0.2369
H  0.679  -3.916  2.136  0.0757
H  1.522  -3.439  3.526  0.0832
H  2.546  0.837  2.483  0.1026

**Maximum force**: 0.0468 Eh/bohr
**2S+1**: 1
**Energy**: -888.4606 Ha
**Orbital gap (alpha / beta)**: 6.0 / 5.5 eV
**Energy relative to the best compared isomer or geometry (same formula, charge and spin)**: 0.0 kJ/mol

***

This record from OMol25 describes 6 unconnected molecules or ions with the total composition C18H48O6. The level of theory is ωB97M-V/def2-TZVPD.

Last column: Löwdin charge in e.
Positions of all 72 atoms, in Å:
C  34.724  19.221  52.392  -0.0251
C  34.060  20.627  52.839  -0.3495
C  34.275  21.609  51.670  -0.0641
O  32.675  20.466  53.348  -0.0801
H  35.817  19.335  52.374  0.0869
H  34.368  18.780  51.455  0.0907
H  34.587  18.461  52.925  -0.0317
H  34.432  21.093  53.826  0.1515
H  33.470  21.448  51.017  0.0504
H  35.352  21.727  51.258  0.1394
H  33.805  22.490  52.063  0.0427
H  32.506  19.993  54.125  0.0532
C  28.060  27.593  47.402  -0.0985
C  28.793  26.453  47.884  -0.4909
C  27.838  25.127  47.975  -0.0225
O  29.821  26.125  46.991  -0.0113
H  27.539  27.504  46.348  0.1367
H  28.850  28.366  47.466  0.1047
H  27.260  27.713  48.032  0.0498
H  29.269  26.791  48.862  0.1564
H  27.320  25.000  47.076  0.0488
H  26.970  25.131  48.624  0.0615
H  28.233  24.256  48.433  0.0404
H  29.442  26.279  46.199  0.0182
C  29.750  20.878  53.498  -0.0797
C  28.494  20.863  54.252  -0.4370
C  27.115  20.631  53.508  -0.0438
O  28.558  19.770  55.262  -0.0790
H  30.535  21.028  54.298  0.1238
H  29.700  21.481  52.816  -0.0521
H  29.935  19.977  53.086  0.0715
H  28.499  21.955  54.740  0.1549
H  26.272  21.159  53.990  0.0628
H  27.086  19.417  53.457  0.1345
H  27.184  21.166  52.533  0.0673
H  28.847  20.217  56.050  0.0621
C  35.661  24.824  52.458  -0.0591
C  35.349  24.884  50.949  -0.4074
C  34.966  26.294  50.346  -0.0163
O  36.638  24.660  50.429  -0.0522
H  34.846  25.160  53.004  0.0343
H  36.371  25.628  52.892  0.1189
H  35.901  23.780  52.792  0.0857
H  34.802  24.097  50.424  0.1254
H  35.412  26.443  49.359  0.0843
H  35.447  27.198  50.861  0.1136
H  34.075  26.402  50.104  -0.0404
H  37.237  25.095  50.894  -0.0023
C  29.415  27.281  54.079  -0.0342
C  29.921  26.370  55.175  -0.4559
C  29.985  24.864  54.807  -0.0429
O  31.239  26.672  55.405  -0.0034
H  29.479  28.308  54.200  0.0593
H  28.335  27.199  53.862  0.1063
H  29.911  27.096  53.263  0.0185
H  29.348  26.503  56.115  0.1428
H  30.557  24.499  55.579  0.0733
H  30.160  24.535  53.767  0.0009
H  29.055  24.492  54.814  0.0374
H  31.220  27.578  55.322  0.0435
C  31.302  23.766  50.044  -0.0025
C  30.962  23.377  51.490  -0.4217
C  29.695  23.970  52.127  -0.0275
O  30.693  22.039  51.329  -0.0749
H  31.761  24.619  50.169  0.0175
H  30.511  23.768  49.270  0.0978
H  31.914  23.022  49.701  0.0488
H  31.837  23.560  52.051  0.1223
H  29.570  23.736  53.361  0.1035
H  28.817  23.787  51.599  0.0753
H  29.727  24.972  52.039  0.0355
H  31.266  21.394  51.702  0.0525

**Maximum force**: 0.1967 Eh/bohr
**SMILES**: CC(C)O.CC(C)O.CC(C)O.CC(C)O.CC(C)O.CC(C)O
**2S+1**: 1
**Energy**: -1165.5790 Ha
**Orbital gap**: 9.8 eV
**Energy relative to the best compared isomer or geometry (same formula, charge and spin)**: 1218.7 kJ/mol

***

This record from OMol25 describes C2H7OPS in the gas phase. The level of theory is ωB97M-V/def2-TZVPD.

Last column: Löwdin charge in e.
Positions of all 12 atoms, in Å:
C  1.583  0.688  -0.169  -0.1920
C  0.738  -0.471  0.334  -0.4689
O  -1.639  -1.515  0.356  -0.3757
P  -0.866  -0.430  -0.592  0.5908
S  -1.659  1.502  0.144  0.3594
H  1.887  0.466  -1.129  0.0391
H  0.826  1.418  -0.069  -0.0300
H  2.454  1.114  0.394  0.0952
H  0.539  -0.348  1.411  0.0828
H  1.067  -1.507  0.064  0.0796
H  -2.119  -2.084  -0.249  0.0279
H  -2.809  1.166  -0.494  -0.2084

**Maximum force**: 0.0463 Eh/bohr
**SMILES**: CCP(O)S
**2S+1**: 1
**Energy**: -895.1844 Ha
**Orbital gap**: 9.6 eV
**Energy relative to the best compared isomer or geometry (same formula, charge and spin)**: 83.2 kJ/mol